No. 1
Formula: C7H14
Source: the OMol25 dataset
Level of theory: the ωB97M-V functional and the def2-TZVPD basis

The geometry in XYZ format:
```
21
Properties=species:S:1:pos:R:3:forces:R:3:nbo_charge:R:1
C -1.333 1.264 -0.158 0.0 0.0 0.0 -0.608
C -1.253 -0.163 0.390 0.0 0.0 0.0 -0.212
C -2.328 -1.045 -0.246 0.0 0.0 0.0 -0.600
C 0.135 -0.793 0.190 0.0 0.0 0.0 -0.389
C 1.293 0.107 0.569 -0.1 0.0 0.1 -0.229
C 2.701 -0.286 0.227 0.1 -0.1 0.1 -0.420
C 2.043 0.853 -0.501 0.0 0.2 -0.1 -0.420
H -0.970 1.308 -1.192 -0.1 0.0 0.1 0.201
H -2.366 1.628 -0.149 0.1 -0.1 0.0 0.207
H -0.726 1.958 0.434 -0.1 -0.1 -0.1 0.211
H -1.445 -0.119 1.473 0.0 0.0 -0.1 0.190
H -3.334 -0.694 0.011 0.1 0.0 0.0 0.207
H -2.238 -1.028 -1.340 0.0 0.0 0.1 0.200
H -2.240 -2.087 0.081 0.0 0.1 0.0 0.207
H 0.182 -1.726 0.769 0.0 0.1 -0.1 0.205
H 0.247 -1.083 -0.867 0.0 0.1 0.1 0.194
H 1.169 0.632 1.516 0.0 -0.1 -0.1 0.211
H 3.487 -0.051 0.939 -0.1 0.0 -0.1 0.214
H 2.851 -1.219 -0.312 -0.1 0.2 0.1 0.210
H 1.741 0.680 -1.531 0.0 0.0 0.2 0.209
H 2.386 1.864 -0.302 0.0 -0.2 0.0 0.214
```
Forces are in eV/Å.

As for the multiplicity: 1. As for the LUMO energy: 1.230 eV. The calculation puts the largest force on an atom at 0.203 eV/Å. Its net charge is 0. As for the total energy: -275.08633 hartree. Its SMILES is CC(C)CC1CC1. Its orbital gap is 11.320 eV.

No. 2
Formula: C7H16P
Source: the OMol25 dataset
Level of theory: the ωB97M-V functional and the def2-TZVPD basis

The geometry in XYZ format:
```
24
Properties=species:S:1:pos:R:3:forces:R:3:nbo_charge:R:1
C -2.763 0.478 0.708 1.1 -0.5 -0.5 -0.507
C -2.254 -0.378 -0.139 1.0 1.0 0.1 0.297
C -2.361 -1.671 -0.810 -2.4 1.2 -1.8 -0.747
C 0.958 -0.950 1.129 1.0 2.1 0.2 -0.934
C 2.661 0.027 -0.881 -0.1 0.0 -1.1 -1.010
C 1.238 1.820 1.070 2.7 -1.5 1.8 -0.962
C -0.092 0.554 -1.277 -2.9 -0.2 1.3 -0.893
P 1.122 0.415 -0.046 0.8 -1.5 0.3 1.554
H -2.278 1.333 1.150 0.3 0.3 -0.4 0.244
H -3.720 0.316 1.131 -1.1 -0.5 0.3 0.256
H -2.072 -1.573 -1.871 0.3 -0.1 0.5 0.254
H -3.493 -1.924 -0.983 1.8 0.0 1.0 0.284
H -1.749 -2.370 -0.297 0.1 -1.0 0.3 0.253
H 0.856 -1.806 0.521 -0.5 -1.4 0.0 0.247
H 0.141 -0.587 1.748 -0.2 -1.0 0.2 0.249
H 1.925 -0.925 1.685 -0.8 -0.3 -0.2 0.259
H 3.588 -0.003 -0.389 0.9 0.2 1.6 0.271
H 2.806 0.738 -1.645 0.1 1.5 -0.9 0.265
H 2.717 -0.857 -1.502 -0.9 -0.8 0.2 0.280
H 0.655 2.550 0.652 -1.6 2.2 -0.6 0.253
H 2.334 2.181 1.052 -1.7 -0.5 0.3 0.285
H 0.919 1.510 2.148 0.6 0.7 -2.1 0.277
H -0.325 -0.284 -1.960 0.6 0.9 0.3 0.257
H -0.814 1.405 -1.195 1.0 -0.7 -0.6 0.269
```
Forces are in eV/Å.

As for the multiplicity: 1. As for the LUMO energy (alpha / beta): -4.105 / -4.901 eV. The calculation puts the largest force on an atom at 3.561 eV/Å. Its net charge is +1. As for the total energy: -617.25993 hartree. Its orbital gap (alpha / beta) is 8.706 / 7.184 eV.

No. 3
Formula: C29H24N3O2PtTe
Source: the OMol25 dataset
Level of theory: the ωB97M-V functional and the def2-TZVPD basis

The geometry in XYZ format:
```
60
Properties=species:S:1:pos:R:3:forces:R:3:nbo_charge:R:1
Pt -0.312 0.611 0.439 0.2 0.6 -0.1 0.831
C -4.387 -0.765 1.082 0.1 0.0 0.1 -0.085
O -3.560 -0.835 2.317 -0.2 -0.1 -0.1 -0.387
C -2.390 -0.403 2.000 0.0 -0.2 0.1 0.617
N -2.205 0.059 0.802 -0.5 0.2 0.2 -0.525
C -3.489 -0.024 0.061 0.1 0.1 -0.1 -0.104
C -3.373 -0.701 -1.284 0.1 0.1 0.1 -0.008
C -2.201 -1.309 -1.718 0.0 -0.1 0.0 -0.266
C -2.152 -1.918 -2.968 0.1 0.0 0.1 -0.186
C -3.275 -1.932 -3.777 0.0 0.0 0.0 -0.176
C -4.451 -1.334 -3.341 0.0 0.0 0.1 -0.151
C -4.499 -0.716 -2.101 -0.1 0.1 -0.1 -0.242
C -1.245 -0.464 2.933 0.1 0.0 0.0 0.135
C -1.183 -0.830 4.267 -0.1 0.0 -0.1 -0.138
C 0.061 -0.786 4.889 0.1 0.0 0.0 -0.093
C 1.207 -0.382 4.197 0.0 0.0 0.1 -0.136
C 1.066 -0.039 2.868 -0.2 -0.1 0.0 0.129
N -0.135 -0.106 2.288 0.2 -0.3 -0.1 -0.399
C 2.084 0.353 1.872 0.0 -0.1 0.2 0.613
N 1.739 0.545 0.639 0.1 0.6 -0.1 -0.547
C 3.021 0.581 -0.149 0.0 0.0 -0.1 -0.088
C 4.041 0.856 0.964 0.0 -0.1 0.0 -0.088
O 3.334 0.431 2.188 0.2 -0.1 0.0 -0.392
C 3.046 1.503 -1.342 -0.1 -0.1 0.0 -0.102
C 4.212 2.184 -1.676 -0.1 0.1 0.0 -0.153
C 4.265 2.956 -2.832 0.0 0.0 0.0 -0.196
C 3.159 3.039 -3.668 0.1 0.0 0.0 -0.183
C 2.000 2.344 -3.351 -0.1 -0.1 0.1 -0.194
C 1.945 1.575 -2.196 0.1 0.1 -0.1 -0.243
H -5.301 -0.242 1.343 0.0 0.0 0.0 0.245
H -4.593 -1.791 0.790 0.0 0.0 0.0 0.243
H -3.849 0.998 -0.081 -0.1 0.0 0.0 0.222
H -1.328 -1.370 -1.073 0.0 0.0 0.0 0.186
H -1.241 -2.400 -3.298 0.0 0.0 0.0 0.236
H -3.241 -2.417 -4.743 0.0 0.0 0.0 0.248
H -5.332 -1.349 -3.968 0.0 0.0 0.0 0.247
H -5.419 -0.241 -1.775 0.0 0.0 0.0 0.227
H -2.073 -1.140 4.798 0.0 0.0 0.0 0.286
H 0.142 -1.071 5.930 0.0 0.0 0.0 0.280
H 2.175 -0.343 4.678 0.0 0.0 0.0 0.284
H 3.174 -0.442 -0.508 -0.1 0.0 0.0 0.240
H 4.298 1.906 1.089 -0.1 0.0 0.0 0.221
H 4.935 0.245 0.894 0.0 0.0 0.0 0.254
H 5.098 2.109 -1.056 0.0 0.0 0.0 0.219
H 5.179 3.473 -3.089 0.0 0.0 0.0 0.250
H 3.208 3.626 -4.576 0.0 0.0 0.0 0.249
H 1.148 2.386 -4.019 0.0 0.0 0.0 0.233
H 1.028 1.060 -1.945 0.1 -0.3 -0.2 0.195
Te -1.204 2.791 -0.627 -0.4 -0.8 -0.2 0.957
C -0.106 4.429 -0.626 0.4 0.1 0.0 -0.443
C -0.878 5.636 -0.713 0.1 0.0 0.0 -0.120
C -0.231 6.836 -0.849 0.0 0.0 0.0 -0.218
C 1.169 6.860 -0.874 0.0 -0.1 0.0 0.019
C 1.939 5.684 -0.769 0.0 0.1 0.0 -0.221
C 1.324 4.471 -0.645 -0.2 0.1 0.0 -0.064
H -1.959 5.600 -0.678 0.0 0.0 0.0 0.252
H -0.796 7.754 -0.929 0.0 0.0 0.0 0.275
H 1.677 7.812 -0.978 0.0 0.0 0.0 0.263
H 3.018 5.744 -0.799 0.0 0.0 0.0 0.261
H 1.903 3.559 -0.596 -0.1 0.0 0.0 0.236
```
Forces are in eV/Å.

As for the multiplicity: 1. As for the LUMO energy (alpha / beta): -12.499 / -12.500 eV. The calculation puts the largest force on an atom at 0.855 eV/Å. Its net charge is +3. As for the total energy: -1820.55984 hartree. Its orbital gap (alpha / beta) is 4.082 / 4.081 eV.

multiplicity of number 2 (C7H16P)? 1